1.
Density functional theory data (ωB97M-V/def2-TZVPD) for 2 unconnected molecules or ions with the total composition C3H9O2 in a non-equilibrium geometry.

Charge: -1
Relative energy (zero: lowest compared OMol25 entry of this formula, charge and spin), kcal/mol: 36.6
Electronic energy, eV: -7350.5416
Spin multiplicity: 1
Highest occupied orbital energy, eV: -1.948

XYZ file:
```
14
Properties=species:S:1:pos:R:3:nbo_charge:R:1
C -2.85591 -1.06056 0.23615 -0.175
O -2.27740 -1.27075 -0.94257 -0.972
H -3.59402 -0.22969 0.21878 0.080
H -2.17788 -0.85620 1.15104 0.036
H -3.34740 -2.07943 0.60606 0.045
C 1.38107 1.14817 0.40701 -0.060
O 2.76893 1.45639 0.29871 -0.741
C 1.00431 -0.21049 -0.14621 -0.655
H 0.78206 1.91986 -0.09512 0.158
H 1.09227 1.19313 1.46538 0.160
H 3.19633 0.84261 -0.29420 0.462
H 1.23371 -0.31757 -1.20957 0.195
H 0.00419 -0.55893 0.09743 0.287
H 1.64140 -1.01458 0.26038 0.180
```


2.
Density functional theory data (ωB97M-V/def2-TZVPD) for 2 unconnected molecules or ions with the total composition C3H9O2S in a non-equilibrium geometry.

Charge: -1
Relative energy (zero: lowest compared OMol25 entry of this formula, charge and spin), kcal/mol: 17.0
Electronic energy, eV: -18187.1857
Spin multiplicity: 1
Highest occupied orbital energy, eV: -3.238

XYZ file:
```
15
Properties=species:S:1:pos:R:3:nbo_charge:R:1
C 0.47640 -1.36899 -0.01983 -0.037
O -0.61526 -1.39270 0.81979 -0.968
C 0.37946 -0.27735 -1.08505 -0.434
C -0.33808 0.93017 -0.45831 -0.516
S -0.13922 2.55813 -1.35128 -0.138
H 1.41662 -1.19830 0.53634 0.101
H 0.57615 -2.34703 -0.56096 0.101
H -0.26351 -0.58288 -1.91761 0.177
H 1.34344 0.07672 -1.47383 0.177
H -1.38558 0.66736 -0.37201 0.248
H -0.25131 0.98368 0.64255 0.248
H 1.10524 2.99898 -1.04906 0.109
H -0.36113 -3.42254 3.03271 0.437
H -0.03665 -2.24540 2.13175 0.513
O 0.22545 -2.65418 3.01328 -1.020
```


3.
Density functional theory data (ωB97M-V/def2-TZVPD) for 2 unconnected molecules or ions with the total composition C3H9O2S2 in a non-equilibrium geometry.

Charge: -1
Relative energy (zero: lowest compared OMol25 entry of this formula, charge and spin), kcal/mol: 11.6
Electronic energy, eV: -29023.4393
Spin multiplicity: 1
Highest occupied orbital energy, eV: -2.682

XYZ file:
```
16
Properties=species:S:1:pos:R:3:nbo_charge:R:1
C 0.40017 1.40372 -0.50501 -0.466
C 1.53960 1.38988 -1.65809 -0.027
O 2.01770 0.13910 -1.86019 -0.771
C -0.74026 0.51677 -0.84519 -0.529
S -1.99654 0.21754 0.50708 -0.034
S -0.88481 -0.91679 1.88286 -0.785
H 0.05808 2.42559 -0.25448 0.203
H 0.90406 1.06073 0.46771 0.210
H 1.09209 1.67344 -2.75739 0.140
H 2.43082 1.99170 -1.44222 0.146
H -0.40000 -0.60324 -1.12580 0.210
H -1.32521 0.88858 -1.65721 0.197
H 1.03566 -2.16250 0.06952 0.496
H 1.60589 -1.01141 0.86772 0.499
H 2.21061 -0.38706 -1.07609 0.502
O 1.89387 -1.70785 0.20006 -0.991
```


Number 3 is which compound?
C3H9O2S2


The highest relative energy (zero: lowest compared OMol25 entry of this formula, charge and spin) belongs to which entry?
C3H9O2


Please write out number 2 again, unchanged.
Density functional theory data (ωB97M-V/def2-TZVPD) for 2 unconnected molecules or ions with the total composition C3H9O2S in a non-equilibrium geometry.

Charge: -1
Relative energy (zero: lowest compared OMol25 entry of this formula, charge and spin), kcal/mol: 17.0
Electronic energy, eV: -18187.1857
Spin multiplicity: 1
Highest occupied orbital energy, eV: -3.238

XYZ file:
```
15
Properties=species:S:1:pos:R:3:nbo_charge:R:1
C 0.47640 -1.36899 -0.01983 -0.037
O -0.61526 -1.39270 0.81979 -0.968
C 0.37946 -0.27735 -1.08505 -0.434
C -0.33808 0.93017 -0.45831 -0.516
S -0.13922 2.55813 -1.35128 -0.138
H 1.41662 -1.19830 0.53634 0.101
H 0.57615 -2.34703 -0.56096 0.101
H -0.26351 -0.58288 -1.91761 0.177
H 1.34344 0.07672 -1.47383 0.177
H -1.38558 0.66736 -0.37201 0.248
H -0.25131 0.98368 0.64255 0.248
H 1.10524 2.99898 -1.04906 0.109
H -0.36113 -3.42254 3.03271 0.437
H -0.03665 -2.24540 2.13175 0.513
O 0.22545 -2.65418 3.01328 -1.020
```